DFT (wB97M-V/def2-TZVPD) results for an isolated molecule of C3H7NO in a non-equilibrium geometry.

Output
**Gap between HOMO and LUMO**: 9.9012 eV
**LUMO energy**: 0.017 Ha
**HOMO level**: -9.4 eV
**Energy above the lowest of the compared OMol25 structures with the same formula, charge and spin**: 379.6 kJ/mol
**Charge**: 0
**F_max**: 1.64 eV/Å

Bonds (Å) are listed after each position.
Atoms and positions in Å:
1 C -0.9922 0.4173 -0.4979  C3 1.549, H6 1.093, H7 1.102, H8 1.086
2 C 0.0538 -0.6809 1.2582  C3 1.452, O4 1.761, H9 1.105, H10 1.067
3 C 0.4028 0.1479 0.1187  C1 1.549, C2 1.452, O4 1.356, N5 1.431
4 O 0.5134 1.0156 1.1551  C2 1.761, C3 1.356
5 N 1.5006 -0.1185 -0.7598  C3 1.431, H11 1.020, H12 1.017
6 H -1.3475 -0.4583 -1.0469  C1 1.093
7 H -1.7221 0.6529 0.2941  C1 1.102
8 H -0.9035 1.2928 -1.1349  C1 1.086
9 H -0.8925 -1.2363 1.1305  C2 1.105
10 H 0.5284 -0.8046 2.2064  C2 1.067
11 H 1.2238 -0.9062 -1.3458  N5 1.020
12 H 1.6351 0.6784 -1.3777  N5 1.017

=====

DFT (wB97M-V/def2-TZVPD) results for a 3-piece molecular cluster, C28H59N2O2S overall in a non-equilibrium geometry.

Output
**Gap between HOMO and LUMO (alpha / beta)**: 5.4838 / 6.6480 eV
**LUMO energy (alpha / beta)**: -0.142 / -0.142 Ha
**HOMO level (alpha / beta)**: -9.4 / -10.5 eV
**Expectation value of S²**: 2.01
**Multiplicity**: 3
**Charge**: +1
**F_max**: 1.04 eV/Å

Bonds (Å) are listed after each position.
Atoms and positions in Å:
1 C 0.2436 5.2678 -0.5135  C2 1.531, H12 1.090, H13 1.086, H14 1.091
2 C 0.6843 4.8717 -1.9251  C1 1.531, C3 1.522, H15 1.091, H16 1.092
3 C 2.0345 4.1691 -1.9033  C2 1.522, C4 1.531, H17 1.093, H18 1.094
4 C 2.5468 3.7474 -3.2833  C3 1.531, C5 1.539, H19 1.092, H20 1.092
5 C 3.4199 2.4818 -3.2268  C4 1.539, C6 1.533, H21 1.088, H22 1.092
6 C 4.6760 2.5041 -4.1061  C5 1.533, C7 1.540, H23 1.092, H24 1.089
7 C 5.9413 2.9720 -3.3627  C6 1.540, C8 1.534, H25 1.090, H26 1.094
8 C 7.0752 1.9388 -3.3352  C7 1.534, C9 1.526, H27 1.092, H28 1.092
9 C 8.4383 2.6166 -3.2265  C8 1.526, C10 1.541, H29 1.087, H30 1.092
10 C 9.5798 1.5908 -3.0895  C9 1.541, S11 1.818, H31 1.087, H32 1.088
11 S 10.4914 1.8541 -1.5386  C10 1.818, H33 1.341, H34 1.340
12 H -0.0531 4.3786 0.0420  C1 1.090
13 H -0.5826 5.9732 -0.5259  C1 1.086
14 H 1.0815 5.7080 0.0298  C1 1.091
15 H 0.7132 5.7592 -2.5594  C2 1.091
16 H -0.0591 4.1773 -2.3231  C2 1.092
17 H 2.7591 4.8206 -1.4093  C3 1.093
18 H 1.9091 3.2654 -1.2999  C3 1.094
19 H 3.0942 4.5601 -3.7651  C4 1.092
20 H 1.6789 3.5469 -3.9146  C4 1.092
21 H 2.7910 1.6424 -3.5140  C5 1.088
22 H 3.7319 2.3127 -2.1942  C5 1.092
23 H 4.8483 1.4981 -4.4949  C6 1.092
24 H 4.5257 3.1408 -4.9768  C6 1.089
25 H 5.6965 3.2792 -2.3455  C7 1.090
26 H 6.3381 3.8648 -3.8540  C7 1.094
27 H 6.9502 1.2536 -2.4947  C8 1.092
28 H 7.0310 1.3688 -4.2651  C8 1.092
29 H 8.6364 3.2364 -4.0978  C9 1.087
30 H 8.4219 3.2707 -2.3521  C9 1.092
31 H 10.3000 1.6749 -3.8996  C10 1.087
32 H 9.2336 0.5597 -3.0784  C10 1.088
33 H 10.8529 0.6110 -1.1883  S11 1.341
34 H 11.6824 2.2802 -1.9816  S11 1.340
35 C -1.1231 -0.9331 -1.4853  C36 1.536, H46 1.090, H47 1.086, H48 1.090
36 C 0.1128 -0.3244 -0.8053  C35 1.536, C37 1.527, N41 1.498, C45 1.520
37 C 0.7830 -1.3568 0.0991  C36 1.527, C38 1.528, H49 1.095, H50 1.093
38 C -0.0519 -1.6778 1.3380  C37 1.528, C39 1.529, H51 1.091, H52 1.092
39 C -0.4056 -0.4103 2.1160  C38 1.529, C40 1.532, H53 1.091, H54 1.095
40 C -1.0212 0.7056 1.2654  C39 1.532, N41 1.497, C43 1.535, C44 1.524
41 N -0.2267 0.8864 0.0090  C36 1.498, C40 1.497, O42 1.281
42 O 0.7840 1.6570 0.1710  N41 1.281
43 C -2.4964 0.4146 0.9585  C40 1.535, H55 1.092, H56 1.088, H57 1.085
44 C -0.9878 2.0136 2.0461  C40 1.524, H58 1.087, H59 1.090, H60 1.091
45 C 1.0528 0.1199 -1.9139  C36 1.520, H61 1.092, H62 1.091, H63 1.087
46 H -0.7905 -1.6348 -2.2507  C35 1.090
47 H -1.7652 -1.4931 -0.8122  C35 1.086
48 H -1.7208 -0.1611 -1.9710  C35 1.090
49 H 1.7592 -0.9735 0.4143  C37 1.095
50 H 0.9694 -2.2620 -0.4841  C37 1.093
51 H -0.9616 -2.2133 1.0609  C38 1.091
52 H 0.5094 -2.3505 1.9894  C38 1.092
53 H -1.1064 -0.6499 2.9177  C39 1.091
54 H 0.5036 -0.0263 2.5903  C39 1.095
55 H -2.8928 1.1656 0.2723  C43 1.092
56 H -3.0686 0.4642 1.8831  C43 1.088
57 H -2.6882 -0.5698 0.5440  C43 1.085
58 H 0.0106 2.2520 2.4044  C44 1.087
59 H -1.6477 1.9174 2.9079  C44 1.090
60 H -1.3390 2.8444 1.4331  C44 1.091
61 H 0.5825 0.8960 -2.5212  C45 1.092
62 H 1.2940 -0.7230 -2.5630  C45 1.091
63 H 1.9823 0.5174 -1.5152  C45 1.087
64 C -5.9709 -4.3365 0.8824  C65 1.537, H75 1.090, H76 1.085, H77 1.090
65 C -4.6920 -3.8709 1.5956  C64 1.537, C66 1.527, N70 1.497, C74 1.522
66 C -4.1302 -4.9865 2.4745  C65 1.527, C67 1.527, H78 1.095, H79 1.092
67 C -5.0006 -5.2687 3.6976  C66 1.527, C68 1.529, H80 1.093, H81 1.091
68 C -5.2379 -3.9975 4.5137  C67 1.529, C69 1.532, H82 1.092, H83 1.094
69 C -5.7432 -2.8043 3.6960  C68 1.532, N70 1.502, C72 1.536, C73 1.524
70 N -4.9252 -2.6606 2.4450  C65 1.497, C69 1.502, O71 1.278
71 O -3.8475 -2.0049 2.6498  N70 1.278
72 C -7.2392 -2.9473 3.3770  C69 1.536, H84 1.091, H85 1.090, H86 1.085
73 C -5.5945 -1.5269 4.5127  C69 1.524, H87 1.087, H88 1.090, H89 1.090
74 C -3.7006 -3.4969 0.5030  C65 1.522, H90 1.091, H91 1.090, H92 1.087
75 H -5.6953 -5.0420 0.0988  C64 1.090
76 H -6.6726 -4.8554 1.5264  C64 1.085
77 H -6.4847 -3.4964 0.4146  C64 1.090
78 H -3.1257 -4.7054 2.8068  C66 1.095
79 H -4.0226 -5.8873 1.8661  C66 1.092
80 H -5.9535 -5.7126 3.3988  C67 1.093
81 H -4.5074 -6.0096 4.3290  C67 1.091
82 H -5.9583 -4.1926 5.3104  C68 1.092
83 H -4.2997 -3.7145 5.0007  C68 1.094
84 H -7.5611 -2.1538 2.7015  C72 1.091
85 H -7.8108 -2.8549 4.3001  C72 1.090
86 H -7.5110 -3.9012 2.9372  C72 1.085
87 H -4.5812 -1.3934 4.8815  C73 1.087
88 H -6.2657 -1.5830 5.3697  C73 1.090
89 H -5.8620 -0.6511 3.9209  C73 1.090
90 H -4.0839 -2.6733 -0.1018  C74 1.091
91 H -3.5479 -4.3581 -0.1473  C74 1.090
92 H -2.7369 -3.2054 0.9136  C74 1.087

=====

DFT (wB97M-V/def2-TZVPD) results for an isolated molecule of C13H21N3O5S in a non-equilibrium geometry.

Output
**Gap between HOMO and LUMO**: 9.4408 eV
**LUMO energy**: 0.015 Ha
**HOMO level**: -9.0 eV
**Energy above the lowest of the compared OMol25 structures with the same formula, charge and spin**: 0.0 kJ/mol
**Charge**: 0
**F_max**: 1.65 eV/Å

Bonds (Å) are listed after each position.
Atoms and positions in Å:
1 C -3.5601 -3.0288 -1.7311  C2 1.521, H41 1.087, H42 1.086, H43 1.087
2 C -4.1525 -1.7213 -1.2287  C1 1.521, H3 1.095, H4 1.091, O5 1.432
3 H -3.8004 -0.8828 -1.8380  C2 1.095
4 H -5.2433 -1.7521 -1.2334  C2 1.091
5 O -3.8014 -1.4799 0.1386  C2 1.432, C6 1.323
6 C -2.6199 -0.9353 0.3810  O5 1.323, O7 1.205, C8 1.516
7 O -1.8075 -0.6401 -0.4582  C6 1.205
8 C -2.4400 -0.6809 1.8647  C6 1.516, H9 1.089, H10 1.087, S11 1.838
9 H -1.3901 -0.5344 2.1127  C8 1.089
10 H -2.8838 -1.4805 2.4530  C8 1.087
11 S -3.3875 0.8283 2.3153  C8 1.838, C12 1.732
12 C -2.6008 1.9263 1.2303  S11 1.732, N13 1.294, O16 1.350
13 N -3.0864 2.9703 0.6405  C12 1.294, N14 1.349
14 N -2.1119 3.4385 -0.1661  N13 1.349, C15 1.292
15 C -1.0878 2.6622 -0.0300  N14 1.292, O16 1.352, C17 1.491
16 O -1.3233 1.6819 0.8701  C12 1.350, C15 1.352
17 C 0.2085 2.6642 -0.7670  C15 1.491, N18 1.445, C36 1.527, H40 1.099
18 N 0.7720 1.3339 -0.7394  C17 1.445, C19 1.360, H35 1.011
19 C 1.8666 1.0536 0.0176  N18 1.360, O20 1.208, O21 1.341
20 O 2.5540 1.8982 0.5401  C19 1.208
21 O 2.0581 -0.2730 0.0518  C19 1.341, C22 1.448
22 C 3.2210 -0.8300 0.7115  O21 1.448, C23 1.529, C27 1.529, C31 1.528
23 C 3.1948 -0.4972 2.2034  C22 1.529, H24 1.086, H25 1.086, H26 1.088
24 H 4.0304 -0.9810 2.7014  C23 1.086
25 H 3.2707 0.5768 2.3479  C23 1.086
26 H 2.2668 -0.8491 2.6496  C23 1.088
27 C 3.0816 -2.3375 0.4954  C22 1.529, H28 1.087, H29 1.087, H30 1.086
28 H 3.0720 -2.5612 -0.5679  C27 1.087
29 H 2.1508 -2.6924 0.9301  C27 1.087
30 H 3.9130 -2.8579 0.9613  C27 1.086
31 C 4.5013 -0.3117 0.0576  C22 1.528, H32 1.086, H33 1.086, H34 1.088
32 H 4.5919 0.7603 0.2084  C31 1.086
33 H 5.3631 -0.8052 0.4982  C31 1.086
34 H 4.4838 -0.5167 -1.0107  C31 1.088
35 H 0.1749 0.5588 -0.9950  N18 1.011
36 C 0.0005 3.1665 -2.1939  C17 1.527, H37 1.086, H38 1.085, H39 1.087
37 H 0.9579 3.2341 -2.7017  C36 1.086
38 H -0.4713 4.1435 -2.1667  C36 1.085
39 H -0.6442 2.4826 -2.7398  C36 1.087
40 H 0.9270 3.3093 -0.2414  C17 1.099
41 H -3.8799 -3.8543 -1.1001  C1 1.087
42 H -3.8949 -3.2096 -2.7483  C1 1.086
43 H -2.4740 -2.9764 -1.7229  C1 1.087

=====

DFT (wB97M-V/def2-TZVPD) results for an isolated ion of composition C2H8N3 and charge +2 in a non-equilibrium geometry.

Output
**Gap between HOMO and LUMO (alpha / beta)**: 11.9281 / 6.0500 eV
**LUMO energy (alpha / beta)**: -0.364 / -0.556 Ha
**HOMO level (alpha / beta)**: -21.8 / -21.2 eV
**Energy above the lowest of the compared OMol25 structures with the same formula, charge and spin**: 160.5 kJ/mol
**Expectation value of S²**: 0.77
**Multiplicity**: 2
**Charge**: +2
**F_max**: 5.32 eV/Å

Bonds (Å) are listed after each position.
Atoms and positions in Å:
1 C -1.2176 -1.5069 -0.5724  N2 1.478, H6 1.123, H7 1.168, H8 1.149
2 N -0.6495 -0.1432 -0.6217  C1 1.478, C3 1.321, H9 1.031
3 C 0.3616 0.3610 0.0628  N2 1.321, N4 1.359, N5 1.358
4 N 1.0383 1.4987 -0.2446  C3 1.359, H10 0.997, H11 0.999
5 N 0.5792 -0.0969 1.3225  C3 1.358, H12 1.032, H13 0.964
6 H -1.6427 -1.9384 -1.5178  C1 1.123
7 H -2.0550 -1.9379 0.1189  C1 1.168
8 H -0.2862 -2.1692 -0.4593  C1 1.149
9 H -0.8559 0.3421 -1.5072  N2 1.031
10 H 1.1163 1.9364 -1.1367  N4 0.997
11 H 1.1309 2.1295 0.5246  N4 0.999
12 H 0.8120 0.5464 2.0946  N5 1.032
13 H 0.1414 -0.8434 1.7474  N5 0.964

=====

DFT (wB97M-V/def2-TZVPD) results for an isolated molecule of CH4NOP in a non-equilibrium geometry.

Output
**Gap between HOMO and LUMO**: 9.6823 eV
**LUMO energy**: 0.022 Ha
**HOMO level**: -9.1 eV
**Energy above the lowest of the compared OMol25 structures with the same formula, charge and spin**: 158.7 kJ/mol
**Charge**: 0
**F_max**: 3.73 eV/Å

Bonds (Å) are listed after each position.
Atoms and positions in Å:
1 C 1.2644 -0.3806 0.0361  O3 1.242, P4 1.873, H5 1.097
2 N -1.4199 0.3176 0.2461  P4 1.630, H6 1.051, H7 1.072
3 O 2.4928 -0.3157 0.2057  C1 1.242
4 P 0.0370 1.0333 0.0967  C1 1.873, N2 1.630, H8 1.347
5 H 0.7790 -1.3075 -0.2929  C1 1.097
6 H -1.4577 -0.6147 -0.2381  N2 1.051
7 H -1.9563 0.3376 1.1744  N2 1.072
8 H 0.2607 0.9300 -1.2280  P4 1.347

=====

DFT (wB97M-V/def2-TZVPD) results for a 7-piece molecular cluster, C34H31F5N2 overall in a non-equilibrium geometry.

Output
**Gap between HOMO and LUMO**: 9.3563 eV
**LUMO energy**: 0.009 Ha
**HOMO level**: -9.1 eV
**Energy above the lowest of the compared OMol25 structures with the same formula, charge and spin**: 192.2 kJ/mol
**Charge**: 0
**F_max**: 3.29 eV/Å

Bonds (Å) are listed after each position.
Atoms and positions in Å:
1 F -0.7938 -1.1479 11.0124  C2 1.348
2 C -1.4550 -0.5539 9.9994  F1 1.348, C3 1.400, C7 1.412
3 C -0.8456 -0.3335 8.7578  C2 1.400, C4 1.402, H8 1.080
4 C -1.6266 0.2435 7.7460  C3 1.402, C5 1.405, H9 1.080
5 C -2.9103 0.7174 8.0656  C4 1.405, C6 1.396, H10 1.080
6 C -3.4816 0.5241 9.3246  C5 1.396, C7 1.361, H11 1.080
7 C -2.7588 -0.0990 10.2955  C2 1.412, C6 1.361, H12 1.080
8 H 0.1541 -0.6603 8.5124  C3 1.080
9 H -1.1388 0.4805 6.8120  C4 1.080
10 H -3.4008 1.3910 7.3784  C5 1.080
11 H -4.4407 0.9298 9.6108  C6 1.080
12 H -3.1471 -0.1484 11.3021  C7 1.080
13 F -1.4046 -0.4385 -7.0725  C14 1.358
14 C -0.2122 -1.0008 -7.3991  F13 1.358, C15 1.361, C19 1.396
15 C 0.3052 -2.0389 -6.6869  C14 1.361, C16 1.384, H20 1.080
16 C 1.5214 -2.6103 -7.0175  C15 1.384, C17 1.477, H21 1.080
17 C 2.2132 -2.1314 -8.2311  C16 1.477, C18 1.368, H22 1.080
18 C 1.7003 -1.0622 -8.9140  C17 1.368, C19 1.414, H23 1.080
19 C 0.4636 -0.5039 -8.5154  C14 1.396, C18 1.414, H24 1.080
20 H -0.2931 -2.3748 -5.8529  C15 1.080
21 H 1.9823 -3.4272 -6.4820  C16 1.080
22 H 3.1772 -2.5200 -8.5245  C17 1.080
23 H 2.1060 -0.7826 -9.8751  C18 1.080
24 H 0.0868 0.4238 -8.9200  C19 1.080
25 F 4.8411 -11.4601 -0.9925  C26 1.423
26 C 5.4077 -10.3081 -0.3789  F25 1.423, C27 1.415, C31 1.355
27 C 4.7812 -9.0516 -0.5516  C26 1.415, C28 1.364, H32 1.080
28 C 5.4010 -7.9769 0.0155  C27 1.364, C29 1.398, H33 1.080
29 C 6.6500 -8.0305 0.6410  C28 1.398, C30 1.368, H34 1.080
30 C 7.2728 -9.2439 0.7470  C29 1.368, C31 1.390, H35 1.080
31 C 6.5771 -10.3629 0.3039  C26 1.355, C30 1.390, H36 1.080
32 H 3.8690 -8.8568 -1.0960  C27 1.080
33 H 4.8823 -7.0311 -0.0388  C28 1.080
34 H 7.0811 -7.1528 1.0993  C29 1.080
35 H 8.2000 -9.4123 1.2747  C30 1.080
36 H 7.1123 -11.2833 0.4852  C31 1.080
37 F 3.3654 3.9830 -2.9965  C38 1.368
38 C 4.5364 3.3511 -2.6795  F37 1.368, C39 1.405, C43 1.413
39 C 4.6417 1.9517 -2.7424  C38 1.405, C40 1.404, H44 1.080
40 C 5.9003 1.3395 -2.6298  C39 1.404, C41 1.373, H45 1.080
41 C 7.0069 2.1028 -2.3527  C40 1.373, C42 1.398, H46 1.080
42 C 6.9196 3.4966 -2.2927  C41 1.398, C43 1.356, H47 1.080
43 C 5.7024 4.0889 -2.3776  C38 1.413, C42 1.356, H48 1.080
44 H 3.7754 1.3383 -2.9414  C39 1.080
45 H 6.1505 0.3024 -2.7980  C40 1.080
46 H 8.0315 1.7858 -2.4800  C41 1.080
47 H 7.8477 4.0462 -2.3459  C42 1.080
48 H 5.6448 5.1624 -2.2735  C43 1.080
49 F -4.0645 5.4705 1.6731  C50 1.304
50 C -4.8907 6.3783 1.2341  F49 1.304, C51 1.444, C55 1.407
51 C -5.1126 6.4280 -0.1919  C50 1.444, C52 1.371, H56 1.080
52 C -6.0759 7.2726 -0.6813  C51 1.371, C53 1.412, H57 1.080
53 C -6.6843 8.1735 0.2198  C52 1.412, C54 1.423, H58 1.080
54 C -6.4712 8.1038 1.6252  C53 1.423, C55 1.385, H59 1.080
55 C -5.5859 7.1811 2.1564  C50 1.407, C54 1.385, H60 1.080
56 H -4.6527 5.7064 -0.8508  C51 1.080
57 H -6.3092 7.2760 -1.7358  C52 1.080
58 H -7.4199 8.8296 -0.2215  C53 1.080
59 H -7.0480 8.8361 2.1706  C54 1.080
60 H -5.2712 7.2493 3.1872  C55 1.080
61 C -1.7214 -0.0672 0.0595  C62 1.502, H64 1.090, H65 1.090, H66 1.090
62 C -0.5797 -1.0363 0.1691  C61 1.502, N63 1.133
63 N 0.2448 -1.8088 0.2575  C62 1.133
64 H -2.1289 -0.3589 -0.9085  C61 1.090
65 H -1.3195 0.9455 0.0920  C61 1.090
66 H -2.3738 -0.2942 0.9026  C61 1.090
67 C -8.4801 1.7642 1.2841  C68 1.466, H70 1.090, H71 1.090, H72 1.090
68 C -7.9926 1.5053 -0.0740  C67 1.466, N69 1.141
69 N -7.6255 1.3624 -1.1448  C68 1.141
70 H -8.2779 2.7819 1.6181  C67 1.090
71 H -7.9980 1.0204 1.9185  C67 1.090
72 H -9.5608 1.6259 1.3161  C67 1.090

=====

- Which formula does entry 5 have?
  CH4NOP

=====

- Which of these has the highest charge?
  C2H8N3